## one
19
Properties=species:S:1:pos:R:3 method="wB97M-V/def2-TZVPD" homo_lumo_gap_ev="9.34 / 4.18" molar_mass_g_mol=121.1 charge=+1 multiplicity=2 e_lumo_ev="-4.0 / -9.1"
C 2.6310 -1.0148 1.0985
C 1.4896 -1.3077 1.9951
N 0.1697 -1.1006 1.5954
C -0.3083 -0.9244 0.2742
C -1.6260 -0.1251 0.2134
O -2.7456 -0.8856 0.5690
O 1.5847 -1.8150 3.1016
H 2.4523 -0.2308 0.3686
H 3.5442 -0.7409 1.6299
H 2.8569 -1.9350 0.5340
H -0.4956 -1.2998 2.3385
H 0.4551 -0.5309 -0.3804
H -0.5100 -1.9111 -0.1730
H -1.7482 0.1716 -0.8038
H -1.5841 0.7592 0.8589
H -2.6694 -1.2333 1.4616
H -1.9416 4.9176 -5.0019
H -0.5557 4.3270 -4.5159
O -0.9989 4.8797 -5.1637


## two
19
Properties=species:S:1:pos:R:3 method="wB97M-V/def2-TZVPD" homo_lumo_gap_ev="10.54 / 6.82" molar_mass_g_mol=121.1 charge=+1 multiplicity=2 e_lumo_ev="-4.4 / -8.3"
O -0.0539 1.5524 -1.9431
C -0.2880 1.7121 -0.8107
C -0.6141 0.3927 0.0718
C 0.8000 -0.0346 0.5468
C 0.8805 -1.4699 0.9920
O 1.3403 0.8322 1.5382
N -1.5437 0.6140 1.0693
H -0.1842 2.6572 -0.2696
H -0.9740 -0.3770 -0.6133
H 1.4715 0.1391 -0.2846
H 1.8451 -1.6117 1.4659
H 0.7764 -2.2496 0.2331
H 0.1384 -1.7239 1.7526
H 0.7138 1.0134 2.2472
H -1.2483 1.2641 1.8004
H -2.5265 0.5517 0.8318
H -0.1433 -0.3355 -3.1568
H 0.1241 -1.8256 -2.7568
O -0.5142 -1.1013 -2.7143


The data favor two; the next most stable structure lies 0.167 eV above it.


## one
10
Properties=species:S:1:pos:R:3 method="wB97M-V/def2-TZVPD" homo_lumo_gap_ev=10.69 molar_mass_g_mol=85.1 charge=0 smiles="C/C(C#N)=C/F" e_lumo_ev=0.8
C 1.1413 0.2670 -0.5636
C -0.1700 0.0270 0.2462
C -0.6157 0.8507 1.3088
N -1.0028 1.4248 2.1584
C -0.8944 -0.9913 -0.2316
F -1.9576 -1.3354 0.3660
H 1.1013 -0.2005 -1.5598
H 1.0925 1.3636 -0.6209
H 1.9836 0.1219 0.1473
H -0.6782 -1.5278 -1.2509


## two
10
Properties=species:S:1:pos:R:3 method="wB97M-V/def2-TZVPD" homo_lumo_gap_ev=8.79 molar_mass_g_mol=85.1 charge=0 e_lumo_ev=-0.1
C -1.0413 -0.5972 -0.6067
C -0.5420 -1.7868 -0.2290
C 0.2478 -0.0009 0.0150
C 0.7858 1.3110 0.4417
N 0.8225 -1.1164 0.1850
F -0.0314 2.4100 0.4645
H -2.0563 -0.2683 -1.0667
H -0.8398 -2.7633 -0.4664
H 1.6541 1.6735 -0.2105
H 1.0007 1.1384 1.4732


The data favor one; the next most stable structure lies 2.613 eV above it.


## one
9
Properties=species:S:1:pos:R:3 method="wB97M-V/def2-TZVPD" homo_lumo_gap_ev="9.28 / 8.02" molar_mass_g_mol=150.1 charge=0 e_lumo_ev="-1.3 / -3.3"
N 1.6538 -0.6982 0.2627
N -1.7220 -0.3792 -0.1489
O -1.0078 1.9033 0.9871
O -0.6410 1.6605 -1.5126
F 2.7552 -0.2922 0.8965
F -1.6423 -0.9312 1.0839
F -0.9834 -1.3177 -0.8842
S -0.5049 1.1543 -0.1189
H 2.0923 -1.0996 -0.5655


## two
9
Properties=species:S:1:pos:R:3 method="wB97M-V/def2-TZVPD" homo_lumo_gap_ev=11.52 molar_mass_g_mol=150.1 charge=0 smiles="O=S(=O)(NF)N(F)F" e_lumo_ev=0.1
O 0.8886 -1.1593 1.1866
S 0.6472 -0.2124 0.2027
O 1.6707 0.3141 -0.7073
N -0.8585 -0.6708 -0.9506
F -0.6731 -2.0141 -1.1010
N 0.0791 1.2333 0.9908
F -0.7252 0.8371 1.9112
F -0.7002 1.9572 0.1285
H -0.3285 -0.2851 -1.6609


The data favor two; the next most stable structure lies 1.239 eV above it.


## one
18
Properties=species:S:1:pos:R:3 method="wB97M-V/def2-TZVPD" homo_lumo_gap_ev=9.34 molar_mass_g_mol=119.2 charge=+1 e_lumo_ev=-4.1
C -1.3065 1.2924 -0.9799
C -2.1541 0.6802 0.1278
C -0.0525 -0.5559 -0.3978
C 0.9088 -1.6596 -0.5077
N 1.8505 0.2308 1.8695
N -0.3431 0.3057 -1.3554
S -0.9325 -0.3079 1.0356
H -1.8848 1.6254 -1.8230
H -0.8227 2.1780 -0.6175
H -2.4955 1.5356 0.6311
H -2.9348 0.0424 -0.1336
H 0.4529 -2.5772 -0.8541
H 1.3653 -1.8545 0.3643
H 1.6593 -1.3222 -1.1194
H 1.9094 0.3964 2.8673
H 2.7556 0.4606 1.4955
H 0.1723 0.3157 -2.2726
H 1.8525 -0.7859 1.6699


## two
18
Properties=species:S:1:pos:R:3 method="wB97M-V/def2-TZVPD" homo_lumo_gap_ev=7.23 molar_mass_g_mol=119.2 charge=+1 e_lumo_ev=-4.3
C -3.5965 -0.9193 -2.0919
C 1.3152 0.8964 0.2722
C 0.8665 2.3306 0.6530
C 1.5703 -1.4413 0.8015
N -2.4813 -1.4928 -1.7723
N 1.2681 -0.0562 1.1385
S -1.3968 -1.1497 -0.6299
H -3.9023 -1.1669 -3.0562
H -3.8685 0.0013 -1.6427
H 1.6926 0.7597 -0.6744
H 0.1323 2.6331 -0.1115
H 1.6630 3.0460 0.5229
H 0.3890 2.2878 1.5605
H 1.7551 -1.6542 -0.3233
H 2.4471 -1.8941 1.3403
H 0.6993 -2.0230 1.0087
H -2.0400 -2.2055 -2.3757
H 1.0703 0.0327 2.0718


## three
18
Properties=species:S:1:pos:R:3 method="wB97M-V/def2-TZVPD" homo_lumo_gap_ev="6.76 / 6.76" molar_mass_g_mol=119.2 charge=+1 e_lumo_ev="-6.0 / -6.0"
C -0.2865 1.1717 1.4322
C -2.0892 -0.5015 -1.2512
C 2.8207 0.1892 -0.1874
C 0.0514 -0.0198 -0.2179
N -1.3860 -1.8820 0.3945
N -1.1258 -0.8326 -0.2798
S 1.5828 -0.9891 0.1449
H -1.2446 1.3687 1.0439
H -0.2557 0.6567 2.4290
H 0.4630 1.9758 1.3620
H -2.5321 0.4584 -0.7880
H -2.8960 -1.1485 -1.2369
H -1.7699 -0.3341 -2.2792
H 3.3171 -0.1548 -1.1870
H 3.3858 0.2110 0.7466
H 2.4509 1.1159 -0.4304
H 0.1284 0.7709 -0.8235
H -0.6141 -2.0557 1.1283


The data favor one; the next most stable structure lies 2.110 eV above it.


## one
55
Properties=species:S:1:pos:R:3 method="wB97M-V/def2-TZVPD" homo_lumo_gap_ev=8.44 molar_mass_g_mol=381.5 charge=0 smiles="CC/C(=N/NC(=O)c1ccccc1)c1ccc(OCCN2CCOCC2)cc1" e_lumo_ev=0.6
C -4.6417 -2.9852 2.1007
C -3.2414 -3.0466 2.7133
C -2.2160 -2.4788 1.7654
N -1.9271 -3.2360 0.7798
N -1.1067 -2.8484 -0.2496
C -1.1126 -1.6565 -0.9155
O -1.7845 -0.6948 -0.5950
C -0.2076 -1.6440 -2.1021
C -0.5833 -0.8913 -3.2096
C 0.2421 -0.8181 -4.3166
C 1.4594 -1.4791 -4.3175
C 1.8478 -2.2147 -3.2098
C 1.0179 -2.3037 -2.1065
C -1.6447 -1.1616 2.0724
C -2.4372 -0.1139 2.5401
C -1.8891 1.1237 2.7889
C -0.5263 1.3511 2.5917
O -0.0942 2.6191 2.8465
C 1.1556 3.0437 2.3484
C 1.1955 3.1010 0.8052
N 1.9127 1.9619 0.2573
C 3.2970 2.2352 -0.0926
C 3.4268 2.9644 -1.4377
O 2.7797 2.2545 -2.4719
C 1.4143 2.0455 -2.1670
C 1.2614 1.2797 -0.8497
C 0.2827 0.2959 2.1851
C -0.2773 -0.9385 1.9280
H -5.3741 -3.3928 2.7940
H -4.9182 -1.9604 1.8650
H -4.6659 -3.5639 1.1815
H -3.2153 -2.4984 3.6554
H -2.9914 -4.0911 2.9064
H -0.7534 -3.6557 -0.7473
H -1.5284 -0.3699 -3.1831
H -0.0601 -0.2404 -5.1776
H 2.1095 -1.4147 -5.1769
H 2.8030 -2.7188 -3.2050
H 1.3382 -2.8627 -1.2386
H -3.4991 -0.2556 2.6678
H -2.5029 1.9455 3.1240
H 1.2739 4.0456 2.7689
H 1.9702 2.4096 2.7169
H 1.6455 4.0541 0.5010
H 0.1625 3.0920 0.4496
H 3.7619 2.8224 0.7014
H 3.8107 1.2714 -0.1663
H 4.4739 3.0464 -1.7343
H 2.9986 3.9771 -1.3605
H 1.0021 1.4722 -2.9979
H 0.8961 3.0155 -2.1021
H 0.2089 1.1168 -0.6153
H 1.7446 0.3034 -0.9585
H 1.3400 0.4368 2.0349
H 0.3661 -1.7488 1.6148


## two
55
Properties=species:S:1:pos:R:3 method="wB97M-V/def2-TZVPD" homo_lumo_gap_ev=8.29 molar_mass_g_mol=381.5 charge=0 smiles="CCCCn1nc2cc(C(=O)NCc3ccccc3OC)ccc2c1OCC" e_lumo_ev=0.7
C -7.1864 -0.1925 3.3818
C -5.9493 -0.9978 3.7594
C -4.7589 -0.6472 2.8715
C -3.5174 -1.4552 3.2539
N -2.4100 -1.1517 2.3880
N -2.0969 -1.9651 1.3811
C -1.0584 -1.3933 0.7721
C -0.3471 -1.8492 -0.3478
C 0.7237 -1.1133 -0.7862
C 1.4898 -1.6008 -1.9674
O 0.9649 -2.1205 -2.9359
N 2.8322 -1.4534 -1.8623
C 3.7238 -1.7776 -2.9466
C 4.6167 -0.6421 -3.3790
C 5.8756 -0.9417 -3.8888
C 6.7389 0.0484 -4.3176
C 6.3584 1.3765 -4.2332
C 5.1126 1.6962 -3.7295
C 4.2393 0.7012 -3.3048
O 3.0205 1.0902 -2.7715
C 1.9730 1.1591 -3.7192
C 1.0811 0.1052 -0.1556
C 0.3901 0.5860 0.9192
C -0.6911 -0.1629 1.4232
C -1.6201 -0.0631 2.4662
O -1.8590 0.7951 3.4870
C -1.2105 2.0539 3.4613
C -1.7590 2.9709 2.3743
H -8.0244 -0.4566 4.0223
H -7.4680 -0.3883 2.3498
H -6.9960 0.8732 3.4882
H -6.1672 -2.0637 3.6657
H -5.6916 -0.8015 4.8026
H -4.5329 0.4167 2.9664
H -5.0047 -0.8515 1.8274
H -3.7130 -2.5239 3.1489
H -3.2262 -1.2305 4.2835
H -0.6334 -2.7627 -0.8430
H 3.2207 -0.9838 -1.0610
H 4.3518 -2.6341 -2.6681
H 3.0803 -2.0923 -3.7788
H 6.1777 -1.9776 -3.9500
H 7.7088 -0.2160 -4.7110
H 7.0271 2.1591 -4.5584
H 4.7943 2.7253 -3.6510
H 1.1007 1.5239 -3.1797
H 1.7469 0.1766 -4.1431
H 2.2215 1.8522 -4.5303
H 1.8939 0.6862 -0.5666
H 0.6788 1.5273 1.3632
H -1.4089 2.4767 4.4499
H -0.1290 1.9173 3.3514
H -2.8251 3.1268 2.5211
H -1.2537 3.9317 2.4169
H -1.6048 2.5342 1.3903


The data favor two; the next most stable structure lies 1.052 eV above it.


## one
23
Properties=species:S:1:pos:R:3 method="wB97M-V/def2-TZVPD" homo_lumo_gap_ev="8.04 / 8.03" molar_mass_g_mol=168.3 charge=0 smiles="CC(C)(C)C(=S)n1ccnc1" e_lumo_ev="-0.8 / -0.8"
C 0.5675 -0.7991 1.2959
C 0.6469 0.2055 0.1505
C 0.0452 1.5568 0.5190
C 2.2511 0.3018 -0.0899
C 0.0340 -0.3394 -1.1518
S 0.5279 0.2980 -2.7061
N -0.9611 -1.2746 -1.1324
C -1.1641 -2.2882 -2.0716
C -2.3601 -2.8066 -1.8006
N -2.9652 -2.1537 -0.7849
C -2.1945 -1.1771 -0.5011
H 1.1846 -1.5678 1.0175
H -0.5683 -1.2506 1.3608
H 0.8835 -0.4133 2.3166
H 0.3090 1.9590 1.4756
H 0.0811 2.3772 -0.1872
H -1.0783 1.4247 0.7041
H 2.7040 0.6392 0.9334
H 2.4892 1.1003 -0.7844
H 2.7521 -0.5742 -0.3292
H -0.3637 -2.6576 -2.6995
H -2.8172 -3.6339 -2.3981
H -2.5098 -0.4752 0.1940


## two
23
Properties=species:S:1:pos:R:3 method="wB97M-V/def2-TZVPD" homo_lumo_gap_ev="8.11 / 8.11" molar_mass_g_mol=168.3 charge=0 e_lumo_ev="0.5 / 0.5"
C -0.7123 -1.3596 -0.8682
C -0.1357 0.8989 -1.3726
C -0.7100 -0.9944 0.4725
C -0.2424 1.2453 -0.0388
C -0.4484 -0.3743 -1.8429
C -0.5651 0.3196 0.9728
C -0.7179 -0.5662 -3.2638
C -0.5614 0.7230 2.3579
N 2.0775 -0.0921 1.8113
N 1.3058 0.2490 2.8709
S -0.6923 2.4637 2.7358
H -0.9406 -2.4951 -1.0767
H 0.4000 1.5930 -2.0093
H -0.6875 -1.9603 1.0841
H 0.1399 2.1715 0.2576
H -1.6518 -1.1746 -3.6660
H -0.6330 0.3725 -3.8461
H 0.1813 -1.0619 -3.6489
H -1.1482 0.1102 3.0068
H 2.0036 -0.9365 1.1999
H 2.2158 0.6413 1.1424
H 1.2381 -0.5705 3.4778
H -0.1211 2.5610 3.9306


The data favor one; the next most stable structure lies 1.566 eV above it.


## one
23
Properties=species:S:1:pos:R:3 method="wB97M-V/def2-TZVPD" homo_lumo_gap_ev=7.74 molar_mass_g_mol=102.2 charge=+1 e_lumo_ev=-6.1
C 1.3987 1.2543 -1.3133
C 0.9413 -0.1050 -0.7571
C -0.4287 -0.2788 -0.4169
C 1.1281 -0.1847 0.7749
C 0.9222 -1.4807 1.6382
C -0.4871 -1.8879 2.0297
N -2.7830 2.1050 -1.7141
H 2.4773 1.3982 -1.2551
H 1.1206 1.4090 -2.3614
H 0.8528 2.0440 -0.7897
H 1.4967 -0.9268 -1.2074
H -0.9798 0.5615 -0.0092
H -0.9939 -1.0622 -0.9371
H 0.7607 0.7173 1.2869
H 2.2065 0.0473 0.9378
H 1.4030 -2.2276 0.9871
H 1.5817 -1.5010 2.5051
H -0.9812 -2.5092 1.2841
H -1.1849 -1.0596 2.2250
H -0.4356 -2.3954 2.9885
H -3.5833 1.9889 -2.3108
H -3.0181 2.8480 -1.0667
H -2.0664 2.5225 -2.2959


## two
23
Properties=species:S:1:pos:R:3 method="wB97M-V/def2-TZVPD" homo_lumo_gap_ev=9.44 molar_mass_g_mol=102.2 charge=+1 e_lumo_ev=-4.6
C 0.1685 -2.2444 1.4120
C 0.2835 -0.9107 0.7573
C -0.6484 -0.4882 -0.1917
C -0.4776 0.3529 1.4402
C 0.3703 1.6837 1.3462
C 0.2251 2.4305 0.0258
N -0.0053 -0.8446 -3.5339
H -0.8383 -2.4905 1.7764
H 0.8443 -2.3742 2.2559
H 0.3004 -3.1084 0.7585
H 1.3290 -0.6434 0.6393
H -1.6746 -0.8366 -0.2548
H -0.3885 -0.1089 -1.1901
H -1.5054 0.7075 1.3093
H -0.2884 0.0605 2.4788
H 1.4088 1.3531 1.4352
H 0.1444 2.2261 2.2619
H -0.6173 2.1314 -0.5891
H 0.0677 3.4932 0.2519
H 1.1193 2.4880 -0.5956
H 0.9746 -0.8861 -3.7594
H -0.4862 -0.2343 -4.1765
H -0.3057 -1.7565 -3.8576


The data favor two; the next most stable structure lies 0.355 eV above it.


## one
14
Properties=species:S:1:pos:R:3 method="wB97M-V/def2-TZVPD" homo_lumo_gap_ev=9.68 molar_mass_g_mol=206.0 charge=0 smiles="C=C(I)C#CCC" e_lumo_ev=0.3
C -3.0399 0.5159 -1.5348
C -2.2605 1.2551 -0.7731
I -2.6059 3.2288 -0.2513
C -0.7432 0.4370 -0.0035
C 0.1867 -0.0080 0.6279
C 1.2992 -0.6060 1.2389
C 2.5219 -0.7792 0.4212
H -3.9282 0.9166 -2.1469
H -2.7854 -0.5260 -1.7828
H 1.5933 -0.2311 2.1886
H 1.1347 -1.7161 1.4998
H 2.7887 0.0792 -0.1371
H 2.3893 -1.4567 -0.3210
H 3.4494 -1.1094 0.9741


## two
14
Properties=species:S:1:pos:R:3 method="wB97M-V/def2-TZVPD" homo_lumo_gap_ev=9.42 molar_mass_g_mol=206.0 charge=0 smiles="C=C(I)C#CCC" e_lumo_ev=0.4
C 1.1634 2.8273 -0.5180
C 0.3126 1.9919 -1.0602
I -0.3417 2.1768 -3.1081
C -0.0408 0.7004 -0.6126
C -0.4521 -0.4160 -0.4369
C -0.7615 -1.6757 0.0077
C -0.1495 -1.9282 1.3668
H 1.3923 3.7505 -0.9193
H 1.2499 2.7410 0.6032
H -1.7742 -1.7477 0.2095
H -0.6658 -2.4874 -0.7182
H 0.9250 -1.5725 1.6165
H -0.0603 -2.9503 1.4537
H -0.7972 -1.4102 2.1159


The data favor two; the next most stable structure lies 1.490 eV above it.